No. 1
Entry from OMol25: 6 unconnected molecules or ions with the total composition C5H25N2O5S (ωB97M-V/def2-TZVPD).

Positions of all 38 atoms, in Å:
N (-0.156, -0.534, 0.548)
C (1.091, -0.400, -0.362)
C (1.461, -1.397, -1.428)
C (0.332, -2.588, -1.550)
S (-1.076, -2.363, -2.626)
C (2.363, -0.046, 0.522)
N (1.838, 0.842, 1.667)
C (2.713, 2.007, 1.718)
H (-1.074, -0.621, 0.048)
H (-0.081, -1.301, 1.236)
H (-0.168, 0.359, 1.252)
H (0.793, 0.606, -0.882)
H (2.367, -1.964, -1.191)
H (1.646, -1.014, -2.476)
H (0.929, -3.288, -2.211)
H (0.165, -2.878, -0.484)
H (-1.034, -1.005, -2.707)
H (3.038, -0.747, 0.823)
H (3.006, 0.664, -0.159)
H (1.554, 0.312, 2.474)
H (2.484, 2.609, 2.695)
H (2.495, 2.757, 0.934)
H (3.820, 1.824, 1.833)
H (-2.417, 2.127, 1.188)
H (-2.405, 1.476, -0.170)
O (-1.954, 1.422, 0.765)
H (-3.614, -1.246, 1.486)
H (-2.952, -2.642, 0.834)
O (-3.056, -1.702, 0.804)
H (-0.736, 0.685, 4.368)
H (-1.780, -0.361, 3.890)
O (-0.926, -0.074, 3.763)
H (-3.698, 0.386, -1.517)
H (-2.509, 0.462, -2.554)
O (-2.995, 0.804, -1.769)
H (-0.240, 1.594, -3.854)
H (0.247, 3.057, -3.328)
O (0.527, 2.179, -3.580)

Results
* HOMO-LUMO gap: 9.659 eV
* E_tot: -1089.06438 Ha
* strongest force on any atom: 9.29 eV Å⁻¹
* total charge: +1

No. 2
Entry from OMol25: 2 unconnected molecules or ions with the total composition C10H11BrOS (ωB97M-V/def2-TZVPD).

Positions of all 24 atoms, in Å:
C (0.398, 2.360, -1.268)
C (-0.353, 1.479, -0.306)
C (-0.980, 2.128, 0.860)
S (-1.485, 0.484, -1.198)
C (-1.110, -1.074, -0.602)
C (-1.711, -2.221, -0.923)
C (-1.244, -3.425, -0.383)
C (-0.126, -3.316, 0.479)
C (0.552, -2.129, 0.708)
C (0.024, -0.996, 0.124)
C (0.560, 0.357, 0.287)
O (1.626, 0.700, 0.764)
H (-0.243, 2.788, -2.062)
H (1.226, 1.771, -1.695)
H (0.836, 3.274, -0.819)
H (-1.519, 3.127, 0.703)
H (-0.262, 2.424, 1.701)
H (-1.717, 1.560, 1.253)
H (-2.423, -2.183, -1.623)
H (-1.706, -4.322, -0.717)
H (0.323, -4.178, 0.908)
H (1.320, -2.082, 1.447)
Br (4.452, -0.472, 0.532)
H (3.013, -0.051, 0.449)

Results
* HOMO-LUMO gap: 7.981 eV
* E_tot: -3435.06596 Ha
* strongest force on any atom: 5.11 eV Å⁻¹
* SMILES string: CC1(C)Sc2ccccc2C1=O.Br

No. 3
Entry from OMol25: a single C5H12O2 molecule (ωB97M-V/def2-TZVPD).

Positions of all 19 atoms, in Å:
C (0.199, 2.051, 0.938)
O (-0.380, 0.951, 0.227)
C (0.534, -0.121, 0.022)
C (1.357, -0.599, 1.231)
C (-0.276, -1.258, -0.586)
C (-1.220, -0.785, -1.692)
O (-2.380, -0.155, -1.201)
H (1.272, 2.219, 0.697)
H (-0.058, 1.604, 1.893)
H (-0.303, 2.996, 0.672)
H (1.230, 0.283, -0.725)
H (0.741, -1.087, 1.994)
H (1.919, 0.211, 1.708)
H (2.093, -1.338, 0.884)
H (-0.872, -1.757, 0.190)
H (0.433, -1.995, -0.983)
H (-0.661, -0.127, -2.379)
H (-1.565, -1.646, -2.272)
H (-2.063, 0.552, -0.619)

Results
* HOMO-LUMO gap: 10.762 eV
* E_tot: -348.14562 Ha
* strongest force on any atom: 2.31 eV Å⁻¹
* SMILES string: CO[C@@H](C)CCO

No. 4
Entry from OMol25: a gas-phase ion, C6H6BrClNO3S (charge -1) (ωB97M-V/def2-TZVPD).

Positions of all 19 atoms, in Å:
C (0.763, -0.444, -0.709)
C (-0.240, -0.562, -1.624)
C (0.817, 0.162, 0.585)
C (-0.312, 0.832, 1.377)
C (-1.593, -0.236, -1.320)
C (-1.309, 1.479, 0.442)
N (2.010, 0.166, 1.050)
O (-3.816, -0.605, -0.043)
O (-2.774, -2.532, -1.035)
O (-2.016, -1.534, 1.180)
S (-2.628, -1.363, -0.155)
Cl (-2.865, 1.798, 1.010)
Br (-0.493, 2.822, -0.587)
H (1.802, -0.816, -0.985)
H (0.142, -1.016, -2.623)
H (-0.814, 0.108, 1.893)
H (0.010, 1.476, 2.220)
H (-2.235, 0.092, -1.996)
H (2.029, 0.600, 1.972)

Results
* HOMO-LUMO gap (alpha / beta): 7.306 / 7.178 eV
* E_tot: -3945.03406 Ha
* strongest force on any atom: 6.38 eV Å⁻¹
* total charge: -1